# 1
{"formula": "C5H8N2O", "method": "ωB97M-V with the def2-TZVPD basis set", "species": ["O", "C", "N", "C", "C", "N", "C", "C", "H", "H", "H", "H", "H", "H", "H", "H"], "xyz": [[-3.160, 0.926, 0.551], [-2.427, -0.023, 0.461], [-0.967, 0.322, 0.060], [0.108, -0.274, 0.878], [1.392, 0.613, 0.782], [1.318, 1.062, -0.707], [1.035, -0.205, -1.401], [-0.329, -0.703, -0.595], [-2.511, -1.075, 0.948], [-0.468, -0.638, 1.774], [1.157, 1.488, 1.611], [2.474, 0.169, 0.970], [0.438, 1.631, -0.645], [0.851, -0.303, -2.598], [1.745, -1.173, -1.058], [-0.657, -1.817, -1.031]], "nbo_charge": [-0.465, 0.557, -0.538, -0.145, -0.263, -0.636, -0.240, -0.101, 0.129, 0.216, 0.217, 0.230, 0.387, 0.225, 0.200, 0.227], "smiles": "O=CN1[C@@H]2CNC[C@@H]21", "e_above_lowest_kcal_mol": 126.7, "fmax_ev_per_a": 5.70, "gap_ha": 0.3398}

=====

# 2
{"formula": "C4H5NO2", "method": "ωB97M-V with the def2-TZVPD basis set", "species": ["O", "C", "C", "C", "N", "C", "O", "H", "H", "H", "H", "H"], "xyz": [[-2.577, 0.644, 0.722], [-1.940, -0.242, 0.190], [-0.538, -0.066, -0.214], [0.370, 0.903, 0.475], [1.654, 0.092, 0.297], [1.358, -1.028, -0.265], [0.077, -1.209, -0.594], [-2.342, -1.246, -0.034], [1.334, 0.811, -1.458], [0.283, 1.975, 0.035], [0.241, 1.170, 1.518], [2.080, -1.803, -0.672]], "nbo_charge": [-0.512, 0.316, 0.236, -0.351, -0.444, 0.361, -0.433, 0.125, -0.016, 0.255, 0.243, 0.219], "e_above_lowest_kcal_mol": 141.7, "fmax_ev_per_a": 3.06, "gap_ha": [0.2984, 0.3003]}

=====

# 3
{"formula": "C2H6N2S", "method": "ωB97M-V with the def2-TZVPD basis set", "species": ["N", "N", "C", "C", "S", "H", "H", "H", "H", "H", "H"], "xyz": [[-2.028, -0.706, -0.165], [-0.867, -0.342, 0.438], [-0.079, 0.352, -0.241], [1.350, 0.693, 0.170], [2.410, -0.704, -0.141], [-2.824, -0.720, 0.427], [-2.333, -0.125, -0.968], [-0.426, 0.713, -1.199], [1.289, 0.834, 1.254], [1.885, 1.593, -0.214], [1.623, -1.589, 0.639]], "nbo_charge": [-0.627, -0.232, 0.037, -0.593, -0.029, 0.360, 0.324, 0.140, 0.230, 0.244, 0.145], "smiles": "N/N=C/CS", "e_above_lowest_kcal_mol": 39.6, "fmax_ev_per_a": 2.18, "gap_ha": 0.3637}

=====

# 4
{"formula": "C44H132N12O20", "method": "ωB97M-V with the def2-TZVPD basis set", "species": ["C", "C", "C", "O", "C", "N", "H", "H", "H", "H", "H", "H", "H", "H", "H", "H", "H", "C", "C", "C", "O", "C", "N", "H", "H", "H", "H", "H", "H", "H", "H", "H", "H", "H", "C", "C", "C", "O", "C", "N", "H", "H", "H", "H", "H", "H", "H", "H", "H", "H", "H", "C", "C", "C", "O", "C", "N", "H", "H", "H", "H", "H", "H", "H", "H", "H", "H", "H", "C", "C", "O", "H", "H", "H", "H", "H", "H", "C", "C", "O", "H", "H", "H", "H", "H", "H", "C", "C", "O", "H", "H", "H", "H", "H", "H", "C", "C", "O", "H", "H", "H", "H", "H", "H", "C", "C", "O", "H", "H", "H", "H", "H", "H", "C", "C", "O", "H", "H", "H", "H", "H", "H", "C", "C", "O", "H", "H", "H", "H", "H", "H", "C", "C", "O", "H", "H", "H", "H", "H", "H", "C", "C", "O", "H", "H", "H", "H", "H", "H", "C", "C", "O", "H", "H", "H", "H", "H", "H", "C", "C", "O", "H", "H", "H", "H", "H", "H", "C", "C", "O", "H", "H", "H", "H", "H", "H", "C", "O", "N", "N", "H", "H", "H", "H", "C", "O", "N", "N", "H", "H", "H", "H", "C", "O", "N", "N", "H", "H", "H", "H", "C", "O", "N", "N", "H", "H", "H", "H"], "xyz": [[-21.112, -12.777, 7.631], [-20.744, -12.721, 6.179], [-20.445, -11.285, 5.685], [-21.629, -10.676, 5.301], [-21.420, -9.401, 4.725], [-19.582, -13.591, 6.030], [-20.196, -12.474, 8.091], [-21.286, -13.814, 7.899], [-21.939, -12.128, 7.916], [-21.614, -13.076, 5.578], [-19.727, -11.418, 4.840], [-19.911, -10.696, 6.455], [-20.541, -9.356, 4.078], [-21.142, -8.722, 5.525], [-22.320, -9.039, 4.195], [-19.750, -14.518, 6.419], [-19.388, -13.732, 5.028], [-16.571, -14.420, 10.639], [-17.398, -14.079, 9.418], [-16.689, -14.500, 8.167], [-16.230, -15.864, 8.268], [-16.085, -16.399, 7.010], [-18.787, -14.534, 9.439], [-16.966, -13.947, 11.488], [-15.551, -14.096, 10.377], [-16.524, -15.454, 10.906], [-17.498, -12.961, 9.477], [-15.773, -13.923, 8.129], [-17.315, -14.295, 7.286], [-15.947, -17.463, 7.162], [-15.118, -16.126, 6.490], [-16.951, -16.135, 6.399], [-19.150, -14.733, 8.522], [-18.879, -15.392, 9.993], [-21.138, -24.246, 6.802], [-21.604, -22.878, 7.189], [-20.459, -21.949, 7.537], [-20.042, -22.006, 8.847], [-18.841, -21.318, 9.184], [-22.312, -22.235, 6.016], [-21.899, -25.021, 6.664], [-20.427, -24.692, 7.536], [-20.519, -24.169, 5.915], [-22.330, -22.823, 8.021], [-20.638, -20.931, 7.333], [-19.570, -22.134, 6.920], [-18.996, -20.251, 9.215], [-18.001, -21.471, 8.472], [-18.491, -21.629, 10.158], [-22.818, -21.477, 6.374], [-23.020, -22.968, 5.772], [-21.757, -15.453, 20.901], [-20.251, -15.736, 21.027], [-19.776, -16.384, 19.749], [-20.491, -17.574, 19.396], [-19.862, -18.319, 18.316], [-19.451, -14.499, 21.099], [-22.134, -14.915, 21.782], [-22.308, -16.426, 20.876], [-22.095, -14.898, 20.001], [-20.047, -16.466, 21.835], [-18.721, -16.595, 19.802], [-19.928, -15.601, 18.975], [-20.588, -19.085, 18.024], [-19.040, -18.904, 18.635], [-19.618, -17.584, 17.457], [-18.428, -14.653, 21.154], [-19.613, -13.939, 21.916], [-23.244, -20.475, 11.833], [-22.170, -20.765, 10.824], [-21.414, -21.874, 11.349], [-22.882, -20.489, 12.880], [-24.108, -21.040, 11.581], [-23.586, -19.414, 11.757], [-21.544, -19.852, 10.735], [-22.553, -21.019, 9.835], [-21.025, -22.384, 10.623], [-23.487, -17.818, 18.184], [-24.965, -17.838, 18.687], [-25.366, -16.544, 19.109], [-23.390, -17.333, 17.234], [-23.151, -18.847, 18.132], [-22.959, -17.256, 18.940], [-25.123, -18.557, 19.475], [-25.590, -18.197, 17.844], [-25.510, -16.029, 18.332], [-24.465, -8.910, 15.811], [-23.057, -9.372, 15.654], [-22.620, -10.256, 16.693], [-25.261, -9.653, 15.493], [-24.640, -7.962, 15.336], [-24.624, -8.709, 16.831], [-22.375, -8.500, 15.713], [-22.941, -9.874, 14.708], [-22.079, -10.959, 16.300], [-26.775, -20.665, 13.323], [-27.770, -19.729, 13.949], [-28.892, -19.556, 13.017], [-27.385, -21.495, 12.921], [-25.910, -20.929, 14.025], [-26.333, -20.191, 12.435], [-27.274, -18.805, 14.209], [-28.149, -20.268, 14.864], [-29.524, -18.986, 13.487], [-17.339, -15.855, 14.182], [-18.226, -14.687, 13.956], [-18.817, -14.355, 15.218], [-16.805, -16.173, 13.295], [-17.879, -16.669, 14.591], [-16.598, -15.541, 14.973], [-19.039, -15.008, 13.329], [-17.688, -13.877, 13.523], [-19.647, -13.854, 15.092], [-21.049, -11.066, 12.279], [-20.735, -11.954, 11.164], [-19.757, -12.832, 11.581], [-20.158, -10.691, 12.734], [-21.568, -11.562, 13.107], [-21.763, -10.375, 11.817], [-20.391, -11.451, 10.333], [-21.694, -12.440, 10.809], [-19.590, -13.398, 10.835], [-25.383, -12.672, 17.607], [-24.676, -13.317, 16.445], [-24.853, -14.724, 16.655], [-26.419, -12.994, 17.438], [-25.368, -11.593, 17.532], [-25.002, -13.023, 18.592], [-23.635, -13.114, 16.406], [-25.252, -13.033, 15.546], [-24.382, -15.134, 15.935], [-24.638, -12.435, 13.126], [-24.646, -11.380, 12.007], [-24.703, -12.053, 10.760], [-23.670, -12.950, 13.242], [-25.410, -13.191, 13.017], [-24.806, -11.913, 14.103], [-23.830, -10.740, 12.146], [-25.552, -10.790, 12.103], [-24.719, -11.441, 9.999], [-26.852, -16.130, 11.765], [-27.372, -16.955, 10.630], [-27.382, -18.389, 10.798], [-27.633, -16.076, 12.554], [-26.595, -15.122, 11.450], [-26.015, -16.658, 12.216], [-26.862, -16.734, 9.661], [-28.476, -16.770, 10.549], [-27.978, -18.750, 11.458], [-22.209, -15.258, 13.727], [-21.821, -16.695, 13.980], [-21.588, -17.345, 12.729], [-23.126, -15.372, 13.130], [-21.478, -14.628, 13.126], [-22.462, -14.737, 14.700], [-22.558, -17.303, 14.498], [-20.983, -16.764, 14.668], [-20.684, -17.213, 12.450], [-20.085, -20.905, 15.519], [-19.841, -22.018, 14.504], [-19.105, -21.706, 13.346], [-20.713, -21.127, 16.434], [-20.536, -20.044, 14.997], [-19.122, -20.622, 15.931], [-20.779, -22.573, 14.253], [-19.225, -22.772, 15.030], [-19.750, -21.689, 12.610], [-23.806, -14.718, 9.123], [-22.631, -15.326, 9.911], [-23.077, -16.582, 10.487], [-23.525, -13.736, 8.703], [-24.632, -14.577, 9.786], [-24.130, -15.345, 8.297], [-22.441, -14.631, 10.705], [-21.714, -15.458, 9.329], [-22.556, -16.738, 11.363], [-20.889, -17.468, 7.314], [-20.141, -16.499, 7.303], [-21.443, -18.050, 6.243], [-21.224, -18.170, 8.447], [-22.346, -18.524, 6.344], [-21.471, -17.450, 5.407], [-21.583, -19.143, 8.425], [-20.630, -17.882, 9.254], [-24.766, -19.594, 8.297], [-23.827, -20.183, 7.695], [-26.030, -20.051, 8.316], [-24.499, -18.501, 9.091], [-26.307, -20.858, 7.771], [-26.620, -19.632, 9.035], [-23.563, -18.143, 9.146], [-25.056, -18.272, 9.907], [-18.433, -18.136, 11.125], [-19.357, -17.279, 11.085], [-18.411, -19.060, 12.175], [-17.490, -18.265, 10.151], [-19.195, -19.201, 12.803], [-17.896, -19.892, 12.089], [-16.629, -18.744, 10.461], [-17.359, -17.459, 9.564], [-21.080, -12.809, 17.304], [-21.253, -12.648, 16.100], [-20.028, -13.513, 17.826], [-21.863, -12.281, 18.229], [-19.277, -13.797, 17.214], [-19.819, -13.581, 18.806], [-21.506, -12.330, 19.180], [-22.529, -11.491, 18.006]], "mulliken_charge": [-0.147, 0.377, -0.881, -0.314, -0.798, -0.296, 0.158, -0.762, 0.660, 0.317, 0.342, 0.364, 0.335, 0.326, 0.235, -0.037, 0.306, -1.396, 0.848, -1.265, -0.387, -0.855, 1.428, 0.167, 0.534, 0.169, 0.141, 0.628, 0.382, 0.277, 0.276, 0.342, -0.682, -0.538, -1.545, 0.937, -0.823, -0.249, -0.713, -0.854, 0.435, 0.288, 0.397, 0.046, 0.170, 0.447, 0.212, 0.385, 0.202, 0.448, 0.287, -1.258, 0.447, 0.041, -0.352, -0.590, -0.551, 0.428, 0.274, 0.173, 0.261, 0.455, -0.363, 0.067, 0.424, 0.238, 0.217, 0.236, -1.380, 1.645, -0.545, 0.302, 0.604, -0.030, -0.689, -0.332, 0.365, 0.065, -0.535, -0.528, -0.098, 0.320, -0.185, 0.400, 0.223, 0.290, -1.331, 0.571, -0.593, 0.190, 0.419, 0.374, 0.368, -0.343, 0.119, -0.408, -0.313, -0.602, 0.295, 0.326, -0.239, 0.283, 0.350, 0.296, -1.385, 0.833, -0.461, 0.241, 0.269, 0.378, -0.297, 0.288, 0.109, -1.366, 0.496, -0.279, 0.567, -0.029, 0.284, 0.624, -0.399, -0.061, -1.775, 1.513, -0.314, 0.518, 0.324, 0.285, -0.293, -0.246, 0.129, 0.170, -0.726, -0.419, -0.280, 0.511, -0.283, 0.166, 0.516, 0.243, -0.612, -0.582, -0.403, 0.484, 0.189, 0.063, 0.276, 0.458, 0.292, 1.067, -0.561, 0.366, 0.194, -0.314, -0.646, 0.256, 0.271, -0.680, -0.581, -0.520, -0.468, 0.417, -0.039, 0.331, 0.309, 0.327, 0.263, -1.074, 2.456, 1.468, -0.053, 0.057, 0.400, -0.733, -1.254, -0.763, 0.008, -0.451, -0.474, 1.386, 0.127, 0.323, -0.379, -0.929, 0.111, -0.589, -0.364, 0.478, 0.231, 0.094, -0.378, 0.004, -0.523, 0.649, -0.183, -0.090, -0.103, 0.253, 0.262, -0.111, 0.505, -0.879, -0.221, -0.153, 0.136, 0.146, 0.215, 0.258], "fmax_ev_per_a": 3.47, "gap_ha": 0.3450}

=====

# 5
{"formula": "C3H5NO2S", "method": "ωB97M-V with the def2-TZVPD basis set", "species": ["O", "C", "N", "S", "C", "C", "O", "H", "H", "H", "H", "H"], "xyz": [[-0.743, 1.741, -0.082], [-0.147, 0.712, -0.078], [1.204, 0.726, 0.076], [2.254, -0.600, 0.109], [-0.901, -0.623, -0.101], [-2.257, -0.590, 0.659], [-2.169, -0.613, -0.709], [1.725, 1.651, 0.319], [2.397, -0.656, -1.329], [-0.267, -1.529, -0.292], [-2.458, 0.413, 1.222], [-2.768, -1.383, 1.261]], "nbo_charge": [-0.574, 0.632, -0.787, 0.185, -0.065, -0.068, -0.457, 0.428, 0.115, 0.213, 0.190, 0.190], "smiles": "O=C(NS)[C@H]1CO1", "e_above_lowest_kcal_mol": 57.3, "fmax_ev_per_a": 3.28, "gap_ha": 0.3763}

=====

# 6
{"formula": "C5H13N", "method": "ωB97M-V with the def2-TZVPD basis set", "species": ["C", "C", "C", "H", "H", "H", "H", "H", "H", "H", "H", "C", "C", "N", "H", "H", "H", "H", "H"], "xyz": [[-0.123, -1.329, -0.301], [-1.358, -1.939, 0.338], [-0.155, -1.226, -1.819], [0.786, -1.844, 0.025], [-0.227, 0.038, -0.017], [-1.284, -1.957, 1.428], [-1.501, -2.972, 0.007], [-2.260, -1.387, 0.062], [-1.022, -0.653, -2.157], [-0.219, -2.219, -2.274], [0.736, -0.716, -2.186], [0.436, 2.543, 1.476], [0.794, 1.434, 0.526], [1.707, 1.486, -0.358], [2.204, 2.392, -0.380], [0.490, -0.130, 0.447], [-0.611, 2.832, 1.344], [1.058, 3.437, 1.327], [0.549, 2.212, 2.511]], "nbo_charge": [-0.469, -0.620, -0.620, 0.227, 0.329, 0.213, 0.213, 0.206, 0.203, 0.206, 0.237, -0.702, 0.002, -0.695, 0.307, 0.325, 0.221, 0.195, 0.224], "e_above_lowest_kcal_mol": 127.5, "fmax_ev_per_a": 2.92, "gap_ha": 0.2979}